No. 1
The following is a DFT calculation (the ωB97M-V functional and the def2-TZVPD basis) of C5H7ClN2 in the gas phase.

Each line ends with the Mulliken charge.
Positions of all 15 atoms, in Å:
1 C -1.16827 1.49587 -0.08603  -1.5264
2 C -0.02000 0.49089 0.15878  0.4219
3 C 1.07433 0.49934 -0.84970  -0.2217
4 C 0.90725 -1.70833 0.54478  -0.1770
5 C -0.40626 -1.00081 0.45170  -0.0447
6 H -0.74520 2.49690 -0.03295  0.4185
7 H -1.97228 1.45589 0.66077  0.3552
8 H -1.65031 1.36176 -1.06035  0.3536
9 H 0.48971 0.83954 1.08605  0.2054
10 H 1.04552 1.36758 -1.47346  0.4451
11 H 0.89801 -2.59875 1.15762  0.4352
12 H -1.01142 -1.03322 1.38022  0.3780
13 N 2.02931 -0.35719 -0.99026  -0.4522
14 N 1.98436 -1.49715 -0.15994  -0.4035
15 Cl -1.45476 -1.81232 -0.78724  -0.1875

Its HOMO energy is -9.919 eV. Its relative energy (zero: lowest compared OMol25 entry of this formula, charge and spin) is 45.88 kcal/mol.

***

No. 2
The following is a DFT calculation (the ωB97M-V functional and the def2-TZVPD basis) of 2 unconnected molecules or ions with the total composition C3H10NS2.

Each line ends with the Mulliken charge.
Positions of all 16 atoms, in Å:
1 C 1.72946 -0.48219 0.77040  -1.0791
2 C 0.56190 0.59937 0.61923  0.1033
3 C -0.71425 -0.02537 0.15306  -0.8755
4 N -1.09639 -1.49826 0.12820  -0.3179
5 S -0.41420 2.41200 -2.40124  -0.1171
6 S -0.85213 0.53569 -2.26809  0.0592
7 H 2.64359 -0.06473 0.35242  0.3291
8 H 1.50101 -1.33974 0.06554  0.2434
9 H 2.00791 -0.78126 1.73119  0.3279
10 H 0.65771 1.42501 -0.03507  0.1554
11 H 0.43453 1.15823 1.62656  0.3368
12 H -1.56749 0.55251 0.47048  0.4388
13 H -2.02771 -1.51846 -0.32775  0.4018
14 H -0.40914 -2.16211 -0.38045  0.3857
15 H -1.07653 -1.86478 1.19543  0.4055
16 H -1.37827 3.05410 -1.69990  0.2027

Its HOMO energy is -12.461 eV. The total charge is +1. Its relative energy (zero: lowest compared OMol25 entry of this formula, charge and spin) is 72.37 kcal/mol.

***

No. 3
The following is a DFT calculation (the ωB97M-V functional and the def2-TZVPD basis) of a molecular structure, C3H3P3.

Each line ends with the Mulliken charge.
Positions of all 9 atoms, in Å:
1 C -0.72218 -0.65496 -1.19607  -0.3071
2 C 1.26441 -1.02536 0.42151  -0.2610
3 C -0.48389 0.76108 0.23791  0.1063
4 P 0.40198 -1.84713 -0.93996  -0.0732
5 P 0.72664 0.27991 1.32256  -0.1195
6 P -1.36909 2.22812 0.18450  0.0495
7 H -1.21166 -0.47922 -2.18568  0.3233
8 H 2.12041 -1.64657 0.76967  0.2871
9 H -0.72662 2.38412 1.38557  -0.0054

Its HOMO energy (alpha / beta) is -8.648 / -8.649 eV. Its relative energy (zero: lowest compared OMol25 entry of this formula, charge and spin) is 63.22 kcal/mol.

***

No. 4
The following is a DFT calculation (the ωB97M-V functional and the def2-TZVPD basis) of C6H8OS in the gas phase.

Each line ends with the Mulliken charge.
Positions of all 16 atoms, in Å:
1 C 1.68460 -0.51413 0.27269  0.5858
2 C 2.47282 0.63602 -0.22144  -0.3351
3 C 2.01092 1.88834 -0.14926  -0.7723
4 C 0.17601 -0.30797 0.03565  -0.7581
5 C -0.66628 -0.17293 1.10360  0.0004
6 C -2.05880 0.07031 0.80490  -0.3574
7 H 1.39363 -2.33679 -0.43202  0.3272
8 H 1.74793 -0.59504 1.35477  0.2046
9 H 3.43347 0.33744 -0.56965  0.3700
10 H 1.02057 2.14497 0.12114  0.3022
11 H 2.61520 2.73812 -0.40604  0.2628
12 H -0.20482 -0.20920 -0.99829  0.3645
13 H -0.37943 -0.12084 2.12894  0.3373
14 H -2.71860 0.29109 1.66565  0.2723
15 O 2.09931 -1.66217 -0.42192  -0.5556
16 S -2.83862 0.09061 -0.66037  -0.2486

Its HOMO energy is -8.742 eV. Its relative energy (zero: lowest compared OMol25 entry of this formula, charge and spin) is 53.77 kcal/mol.

***

No. 5
The following is a DFT calculation (the ωB97M-V functional and the def2-TZVPD basis) of a molecular structure, C9H20Al2BBrCl2CsF7LiN2O12PSV.

Each line ends with the Mulliken charge.
Positions of all 61 atoms, in Å:
1 C -0.17413 1.38622 0.73723  -0.9387
2 O 0.55141 1.31371 1.95825  -0.4184
3 C 1.47040 0.20199 1.94407  -0.2570
4 C 2.84773 0.72330 1.56577  -0.2960
5 C 3.92140 -0.38554 1.53155  -0.8086
6 B 3.89459 -1.36433 0.29919  -0.0287
7 P 2.93846 -1.10750 -1.35085  -0.0173
8 C 3.09024 0.64795 -1.99821  -0.9942
9 C 1.15316 -1.70396 -1.26958  -1.2740
10 H -0.88647 0.52824 0.72449  0.1741
11 H 0.52392 1.31598 -0.09355  0.3503
12 H -0.73095 2.34988 0.70200  0.5675
13 H 1.10601 -0.52535 1.21365  0.0681
14 H 1.45242 -0.20481 2.95253  0.3921
15 H 2.81064 1.34389 0.67116  0.0628
16 H 3.12041 1.40556 2.37423  0.4269
17 H 3.76389 -1.01605 2.41914  0.3350
18 H 4.91348 0.05048 1.68033  0.3913
19 H 4.55363 -2.34616 0.36724  -0.0767
20 H 2.10314 1.09369 -2.14250  0.2782
21 H 3.52686 0.57375 -2.99222  0.6021
22 H 3.74457 1.26164 -1.38609  0.3197
23 H 0.91431 -2.24409 -2.24405  0.3037
24 H 1.04150 -2.44904 -0.48437  0.1973
25 H 0.47051 -0.86675 -1.11907  0.5849
26 Cs 1.34714 -1.89166 -4.22097  1.0678
27 C -4.96121 1.73367 -4.01162  0.6180
28 F -6.21621 1.92659 -3.65851  -0.1469
29 F -4.86455 1.88127 -5.34396  -0.2098
30 F -4.19282 2.61961 -3.42104  -0.1424
31 S -4.40817 0.03982 -3.53861  0.8628
32 O -5.34824 -0.90120 -4.29026  -0.5235
33 O -4.54804 -0.09039 -2.13332  -0.3086
34 O -3.04743 -0.12100 -4.01383  -0.5982
35 N 4.17435 -4.18671 2.32102  1.0115
36 O 3.93626 -4.01510 3.51110  -0.5467
37 O 3.28711 -4.47081 1.52182  -0.5148
38 O 5.35569 -4.06883 1.91167  -0.4860
39 Al -6.48706 -1.88101 -5.54499  0.5759
40 N 2.69618 4.21936 -2.47333  1.0755
41 O 2.19295 3.54558 -3.38687  -0.5131
42 O 1.99295 5.00915 -1.84297  -0.4832
43 O 3.88448 4.07124 -2.18397  -0.5122
44 Cl -5.14947 -0.42490 4.32859  -0.1673
45 C -3.40003 -0.66076 4.12996  -0.5123
46 C -2.81477 0.26731 3.09542  -0.1113
47 Cl -3.37661 -0.12694 1.44414  -0.0864
48 H -3.22692 -1.70294 3.87159  0.2901
49 H -2.93806 -0.46426 5.09619  0.3431
50 H -1.72844 0.17817 3.09504  -0.0089
51 H -3.07560 1.30433 3.29375  0.3275
52 Br -1.80655 1.62840 -1.00703  0.3339
53 O 9.94248 -5.01955 3.61698  -0.6499
54 V 8.27761 -5.35279 3.66602  1.7843
55 O 6.79926 -6.09901 4.08221  -0.5825
56 F -5.86064 2.55526 1.60478  -0.3653
57 Al -6.05927 3.11595 0.00053  0.5000
58 F -4.58687 3.84062 -0.52464  -0.3813
59 F -7.33888 4.23743 -0.09118  -0.3810
60 F -6.40542 1.77838 -1.02884  -0.3482
61 Li -4.16633 -2.45698 -3.93520  0.8454

Its HOMO energy is -10.348 eV. The total charge is +1. Its relative energy (zero: lowest compared OMol25 entry of this formula, charge and spin) is 27.61 kcal/mol.

***

No. 6
The following is a DFT calculation (the ωB97M-V functional and the def2-TZVPD basis) of a molecular structure, C14H25N4O10P2RhS.

Each line ends with the Mulliken charge.
Positions of all 57 atoms, in Å:
1 Rh 1.29464 0.07087 -0.13230  1.3599
2 N 0.53789 0.85704 3.73423  -0.3129
3 C -0.62691 1.23622 2.82834  0.6993
4 C -1.69615 1.90622 3.66597  -1.8058
5 P -1.13548 -0.35242 2.06795  0.8856
6 O -1.40976 -1.17886 3.46346  -0.6176
7 O -2.40117 -0.20416 1.32733  -0.7318
8 O 0.17655 -0.89648 1.54996  -0.9399
9 P 0.24900 2.42679 1.68056  0.6002
10 O -0.70357 2.72050 0.53082  -0.6421
11 O 0.63201 3.53481 2.60056  -0.8416
12 O 1.44687 1.55690 1.19734  -0.5994
13 H 0.29773 0.06255 4.32953  0.3809
14 H 0.80478 1.68574 4.27089  0.3846
15 H 1.30615 0.60133 3.09303  0.1792
16 H -2.00656 1.27225 4.50055  0.4054
17 H -2.56559 2.06294 3.02939  0.3688
18 H -1.34772 2.87449 4.02700  0.4397
19 H -2.09759 -1.84053 3.33309  0.3540
20 H -0.40554 2.07127 -0.43177  0.4891
21 O -2.03466 -3.03039 -1.59683  -0.7205
22 C -2.00042 -1.84129 -1.80057  0.1234
23 O -1.26905 -0.99517 -1.10853  -0.0495
24 C -2.87864 -1.18339 -2.87960  0.4861
25 N -2.78402 0.27495 -2.81673  -0.4052
26 C -4.04426 0.84597 -2.33398  -0.5961
27 C -4.76542 -0.34680 -1.70787  -0.4282
28 C -4.35191 -1.50674 -2.61311  -0.9192
29 H -2.52963 -1.56862 -3.84117  0.3693
30 H -2.41990 0.70481 -3.65109  0.1783
31 H -1.43345 -0.09625 -1.48213  0.2096
32 H -4.64168 1.26336 -3.15640  0.3722
33 H -3.85442 1.64093 -1.61119  0.2693
34 H -5.84462 -0.19906 -1.66542  0.4066
35 H -4.39759 -0.50883 -0.69236  0.1069
36 H -4.92015 -1.48560 -3.54719  0.3328
37 H -4.46372 -2.48833 -2.15776  0.3998
38 O 3.21457 0.72232 -0.91659  -0.6179
39 N 4.05430 -0.15291 -0.38437  0.3824
40 C 4.35494 -0.05788 0.93934  -0.1294
41 C 5.18537 -0.98708 1.52194  -0.7934
42 C 5.71361 -2.01434 0.74657  -0.1102
43 C 5.42777 -2.06871 -0.61103  -0.5713
44 C 4.59072 -1.12028 -1.16452  -0.1840
45 H 3.86072 0.76319 1.44027  0.6029
46 H 5.38012 -0.91507 2.58181  0.3850
47 H 6.32708 -2.77852 1.20333  0.3705
48 H 5.79610 -2.86176 -1.24289  0.4067
49 H 4.25878 -1.10083 -2.18930  0.4193
50 C 0.87363 2.31404 -2.17828  -0.9540
51 O 0.09993 1.42664 -1.41917  -0.3901
52 H 0.25908 3.13955 -2.56489  0.2326
53 H 1.32077 1.79319 -3.03184  0.2717
54 H 1.69174 2.75115 -1.59201  0.2060
55 S 2.31042 -4.36832 -0.94337  -0.4640
56 C 1.90673 -2.78229 -1.02717  0.3881
57 N 1.65756 -1.64911 -1.17181  -0.6420

As for the spin multiplicity: 2. Its HOMO energy (alpha / beta) is -4.598 / -4.617 eV. The total charge is -1. Its expectation value of S² is 0.75. Its relative energy (zero: lowest compared OMol25 entry of this formula, charge and spin) is 19.00 kcal/mol.

***

No. 7
The following is a DFT calculation (the ωB97M-V functional and the def2-TZVPD basis) of C5H7N3S2 in the gas phase.

Each line ends with the Mulliken charge.
Positions of all 17 atoms, in Å:
1 C -0.28205 2.73083 -1.08018  0.1300
2 C 0.62766 1.49942 2.15502  -0.3368
3 C 0.41713 1.15601 -0.35039  0.3793
4 C -0.25412 -2.61505 -0.43569  -0.9703
5 C -0.51031 -1.41470 -1.37166  -0.4187
6 N -0.44597 3.64122 -1.71836  -0.3914
7 N -0.63741 1.03018 1.66269  -0.4198
8 N -0.70681 0.81685 0.47669  0.0074
9 S 1.79748 1.62579 0.72439  -0.0841
10 S 0.68461 -0.04951 -1.65982  -0.0652
11 H 0.49056 2.49445 2.71138  0.2874
12 H 1.13863 0.88135 2.96307  0.3246
13 H 0.77013 -3.14480 -0.47948  0.2699
14 H -0.30390 -2.43063 0.66951  0.2739
15 H -0.90132 -3.53433 -0.55543  0.3248
16 H -1.47747 -0.93529 -1.29309  0.3763
17 H -0.40684 -1.75177 -2.41867  0.3126

Its HOMO energy is -9.529 eV. Its relative energy (zero: lowest compared OMol25 entry of this formula, charge and spin) is 59.18 kcal/mol.

***

No. 8
The following is a DFT calculation (the ωB97M-V functional and the def2-TZVPD basis) of C7H11P in the gas phase.

Each line ends with the Mulliken charge.
Positions of all 19 atoms, in Å:
1 C -1.15353 -1.26977 0.70833  -0.4468
2 C 0.20594 -1.43549 0.49321  -0.5128
3 C -1.88818 0.01318 0.65329  -0.4049
4 C 1.18839 -0.38880 0.28683  -0.0668
5 C -1.66498 0.89606 -0.30145  -0.0547
6 C 2.39595 -0.52158 -0.13752  -0.5247
7 C -2.21150 2.29546 -0.23013  -1.0290
8 P 3.18075 -2.04292 -0.74585  -0.1496
9 H -1.69472 -2.18724 0.97918  0.3204
10 H 0.73114 -2.29945 0.58613  0.4682
11 H -2.51380 0.30712 1.46365  0.3093
12 H 0.68753 0.53474 0.60490  0.4701
13 H -0.95301 0.68512 -1.16337  0.3685
14 H 2.84880 0.51310 -0.43160  0.2677
15 H -1.36876 2.97002 0.09365  0.2291
16 H -3.17488 2.21859 0.37200  0.3128
17 H -2.35724 2.58566 -1.24311  0.3345
18 H 4.40328 -1.64770 -0.03045  0.0496
19 H 3.33879 -1.22610 -1.95768  0.0592

Its HOMO energy is -8.313 eV. Its relative energy (zero: lowest compared OMol25 entry of this formula, charge and spin) is 37.41 kcal/mol.

***

Which value of relative energy (zero: lowest compared OMol25 entry of this formula, charge and spin) does entry 2 give? 72.37 kcal/mol

***

What is the relative energy (zero: lowest compared OMol25 entry of this formula, charge and spin) in the seventh record? 59.18 kcal/mol

***

Which of these has the lowest relative energy (zero: lowest compared OMol25 entry of this formula, charge and spin)? C14H25N4O10P2RhS